# 1
{"formula": "C2H6ClISi", "method": "ωB97M-V/def2-TZVPD", "species": ["C", "C", "Si", "Cl", "I", "H", "H", "H", "H", "H", "H"], "coordinates": [[-0.33, -0.30, -1.64], [-0.56, -0.06, 1.55], [0.11, 0.60, -0.08], [0.43, 2.58, -0.07], [3.78, -0.67, 0.28], [0.50, -0.92, -1.96], [-1.10, -1.07, -1.28], [-0.66, 0.41, -2.37], [-1.63, 0.20, 1.58], [-0.40, -1.13, 1.53], [-0.15, 0.35, 2.48]], "lowdin_charge": [-0.2069, -0.2233, 0.2941, 0.3734, -0.4878, 0.0299, 0.0738, 0.0261, 0.0442, 0.0342, 0.0422], "e_tot_ev": -30672.4752, "homo_energy_ev": -7.72, "orbital_gap_ev": 6.1, "e_lumo_ha": -0.05795, "e_above_lowest_kcal_mol": 51.8, "spin_multiplicity": 1}

---

# 2
{"formula": "C35H30F6NP3PdS", "method": "ωB97M-V/def2-TZVPD", "species": ["Pd", "C", "C", "C", "C", "C", "C", "C", "C", "C", "S", "C", "N", "H", "H", "H", "H", "H", "H", "H", "H", "C", "P", "C", "C", "C", "C", "C", "C", "C", "C", "C", "C", "C", "C", "P", "C", "C", "C", "C", "C", "C", "C", "C", "C", "C", "C", "C", "H", "H", "H", "H", "H", "H", "H", "H", "H", "H", "H", "H", "H", "H", "H", "H", "H", "H", "H", "H", "H", "H", "F", "P", "F", "F", "F", "F", "F"], "coordinates": [[0.25, 0.07, 0.42], [3.23, 1.74, -0.22], [3.26, 0.43, -0.92], [4.32, 0.12, -1.79], [4.29, -1.06, -2.48], [3.20, -1.94, -2.29], [3.08, -3.15, -2.99], [1.96, -4.03, -2.85], [0.99, -3.72, -1.97], [1.08, -2.50, -1.15], [-0.07, -2.29, -0.05], [2.22, -1.57, -1.37], [2.24, -0.45, -0.71], [3.70, 2.51, -0.82], [3.78, 1.67, 0.72], [2.21, 2.06, -0.01], [5.13, 0.83, -1.92], [5.09, -1.32, -3.17], [3.87, -3.41, -3.70], [1.90, -4.93, -3.43], [0.14, -4.38, -1.84], [0.30, 0.24, 4.08], [-0.41, 0.82, 2.51], [0.13, 2.49, 2.35], [1.43, 2.85, 2.77], [1.87, 4.14, 2.60], [1.03, 5.08, 1.99], [-0.24, 4.73, 1.56], [-0.69, 3.43, 1.72], [-2.18, 0.74, 2.63], [-2.85, -0.33, 2.05], [-4.23, -0.35, 2.03], [-4.94, 0.69, 2.61], [-4.27, 1.74, 3.24], [-2.89, 1.78, 3.24], [-0.35, -1.29, 4.86], [0.64, -1.59, 6.25], [0.15, -2.59, 7.14], [0.83, -2.85, 8.31], [2.01, -2.16, 8.59], [2.51, -1.19, 7.71], [1.86, -0.93, 6.53], [-2.01, -1.05, 5.47], [-3.09, -1.77, 4.95], [-4.35, -1.58, 5.49], [-4.54, -0.70, 6.54], [-3.46, 0.02, 7.06], [-2.19, -0.16, 6.54], [0.16, 1.06, 4.79], [1.37, 0.08, 3.93], [2.09, 2.12, 3.23], [2.85, 4.43, 2.94], [1.39, 6.09, 1.84], [-0.88, 5.47, 1.09], [-1.67, 3.16, 1.35], [-2.31, -1.13, 1.58], [-4.76, -1.16, 1.55], [-6.03, 0.69, 2.57], [-4.83, 2.54, 3.71], [-2.38, 2.60, 3.73], [-0.76, -3.13, 6.90], [0.46, -3.60, 8.99], [2.56, -2.40, 9.49], [3.42, -0.65, 7.95], [2.27, -0.18, 5.85], [-2.94, -2.48, 4.14], [-5.19, -2.14, 5.09], [-5.52, -0.57, 6.97], [-3.60, 0.71, 7.89], [-1.35, 0.37, 6.98], [-0.11, 0.37, -1.94], [-1.43, 1.40, -1.75], [-2.61, 2.34, -1.34], [-2.25, 0.57, -2.78], [-0.45, 2.09, -0.52], [-1.91, 0.34, -0.55], [-0.82, 2.38, -2.79]], "lowdin_charge": [0.6184, 0.0094, -0.2103, 0.0534, 0.0865, -0.1251, 0.1610, 0.0174, -0.0134, -0.5495, 1.0230, -0.2281, 0.0854, 0.1105, 0.1116, 0.0577, 0.1462, 0.1517, 0.1581, 0.1447, 0.1341, -0.4342, 0.9798, -0.3717, -0.0945, -0.0434, -0.0013, -0.0150, -0.0768, -0.3818, -0.1305, -0.0453, -0.0211, -0.0294, -0.0735, 1.1576, -0.3689, -0.0491, -0.0209, 0.0196, -0.0247, -0.0591, -0.3978, -0.0963, -0.0461, -0.0238, -0.0388, -0.0761, 0.0923, 0.0503, 0.1037, 0.1241, 0.1317, 0.1338, 0.1129, 0.0671, 0.1280, 0.1288, 0.1272, 0.1207, 0.1230, 0.1320, 0.1336, 0.1287, 0.1020, 0.1120, 0.1257, 0.1268, 0.1248, 0.1179, -0.2326, 0.1969, -0.0723, -0.0659, -0.2465, -0.2464, -0.0599], "charge": 3, "e_tot_ev": -96735.9397, "homo_energy_ev": [-16.48, -16.49], "orbital_gap_ev": [4.8, 4.8], "e_lumo_ha": [-0.43021, -0.43030], "e_above_lowest_kcal_mol": 20.4, "spin_multiplicity": 2}

---

# 3
{"formula": "C11H13BClNSn", "method": "ωB97M-V/def2-TZVPD", "species": ["C", "C", "C", "H", "C", "C", "H", "H", "H", "H", "Sn", "Cl", "C", "C", "C", "H", "C", "C", "H", "H", "H", "H", "B", "C", "N", "H", "H", "H"], "coordinates": [[2.31, -2.21, -0.03], [2.00, -1.96, -1.40], [0.60, -2.21, -1.58], [2.68, -1.59, -2.16], [0.05, -2.64, -0.34], [1.09, -2.64, 0.62], [1.01, -2.91, 1.69], [3.28, -2.08, 0.46], [0.01, -2.10, -2.51], [-0.98, -2.98, -0.20], [1.73, 0.64, 0.28], [3.34, 2.23, 1.10], [-1.92, 1.91, -1.16], [-2.88, 0.85, -1.33], [-2.43, 0.04, -2.45], [-3.80, 0.70, -0.75], [-1.32, 0.72, -3.06], [-0.98, 1.82, -2.22], [-0.13, 2.50, -2.38], [-1.93, 2.66, -0.37], [-2.95, -0.82, -2.86], [-0.89, 0.46, -4.03], [0.33, 1.82, 4.60], [0.32, 1.13, 3.22], [0.37, 0.64, 2.14], [0.33, 3.02, 4.32], [1.41, 1.50, 5.08], [-0.63, 1.50, 5.31]], "lowdin_charge": [-0.3495, -0.3084, -0.1839, 0.0598, -0.1830, -0.2277, 0.0698, 0.0540, 0.0766, 0.0731, 0.9274, -0.2882, -0.2388, -0.2093, -0.2154, 0.0417, -0.2356, -0.2759, 0.0484, 0.0521, 0.0379, 0.0469, -0.4682, -0.2412, -0.0570, 0.0029, -0.0025, -0.0062], "charge": -2, "e_tot_ev": -32137.1315, "homo_energy_ev": -0.43, "orbital_gap_ev": 5.5, "e_lumo_ha": 0.18804, "e_above_lowest_kcal_mol": 6.9, "spin_multiplicity": 1}

---

# 4
{"formula": "CH3BrS", "method": "ωB97M-V/def2-TZVPD", "species": ["C", "S", "Br", "H", "H", "H"], "coordinates": [[-0.56, 0.02, 0.20], [0.58, -0.41, -1.34], [0.58, -0.22, 1.82], [-0.98, 1.12, 0.04], [-1.27, -0.81, 0.21], [1.65, 0.29, -0.93]], "lowdin_charge": [-0.8679, 0.5180, 0.4815, 0.0650, -0.0149, -0.1816], "e_tot_ev": -81962.6021, "homo_energy_ev": -9.43, "smiles": "SCBr", "orbital_gap_ev": 9.8, "e_lumo_ha": 0.01347, "e_above_lowest_kcal_mol": 8.7, "spin_multiplicity": 1}

---

# 5
{"formula": "C33H26Br2FN2O2Pd", "method": "ωB97M-V/def2-TZVPD", "species": ["Pd", "O", "C", "C", "C", "C", "C", "C", "C", "O", "N", "N", "C", "C", "Br", "C", "C", "C", "C", "C", "C", "C", "H", "H", "H", "H", "H", "H", "H", "H", "H", "H", "H", "H", "H", "H", "Br", "C", "C", "C", "C", "C", "C", "C", "C", "C", "C", "H", "H", "H", "H", "H", "H", "F", "C", "C", "C", "C", "C", "C", "C", "H", "H", "H", "H", "H", "H"], "coordinates": [[11.78, 12.22, 9.87], [15.62, 10.54, 14.00], [15.43, 9.74, 12.90], [16.13, 8.55, 12.90], [16.04, 7.65, 11.83], [15.21, 7.96, 10.77], [14.52, 9.17, 10.77], [14.60, 10.09, 11.82], [13.77, 11.36, 11.76], [12.42, 11.15, 11.56], [14.38, 12.20, 10.71], [13.61, 13.14, 10.15], [14.19, 14.31, 9.89], [13.42, 15.49, 9.72], [11.53, 15.40, 9.73], [13.91, 16.78, 9.60], [14.98, 17.40, 10.35], [15.62, 18.54, 9.83], [16.59, 19.21, 10.56], [16.94, 18.77, 11.85], [16.33, 17.62, 12.35], [15.39, 16.91, 11.61], [15.38, 11.47, 13.82], [16.74, 8.35, 13.76], [16.63, 6.73, 11.86], [15.10, 7.31, 9.89], [13.94, 9.43, 9.89], [13.83, 11.90, 12.73], [15.41, 12.23, 10.66], [15.28, 14.41, 9.87], [13.42, 17.43, 8.87], [15.34, 18.83, 8.81], [17.08, 20.06, 10.15], [17.65, 19.31, 12.46], [16.55, 17.24, 13.35], [14.90, 16.02, 12.02], [11.84, 12.98, 6.96], [9.96, 13.05, 7.04], [9.33, 13.02, 5.82], [7.90, 12.86, 5.72], [7.19, 12.78, 6.89], [7.83, 12.81, 8.16], [7.06, 12.57, 9.33], [7.67, 12.65, 10.57], [9.04, 12.91, 10.67], [9.85, 12.82, 9.55], [9.23, 12.96, 8.28], [9.94, 13.13, 4.94], [7.42, 12.79, 4.78], [6.10, 12.65, 6.89], [6.00, 12.31, 9.21], [7.08, 12.50, 11.46], [9.49, 13.11, 11.67], [6.64, 8.26, 7.25], [7.82, 8.72, 7.70], [8.78, 9.14, 6.75], [10.00, 9.56, 7.22], [10.30, 9.52, 8.59], [11.58, 9.85, 9.05], [9.31, 9.17, 9.50], [8.05, 8.74, 9.07], [8.57, 9.08, 5.69], [10.78, 9.94, 6.55], [12.36, 10.00, 8.30], [11.91, 9.46, 10.02], [9.54, 9.18, 10.56], [7.27, 8.45, 9.77]], "lowdin_charge": [0.8451, 0.0522, -0.2590, -0.0031, -0.0602, -0.0741, -0.0307, -0.1121, -0.4168, -0.2529, 0.0858, -0.0832, -0.1267, -0.6019, 0.9293, -0.0455, -0.2071, -0.0042, -0.0369, -0.0222, -0.0527, -0.0101, 0.0932, 0.1185, 0.1149, 0.1125, 0.0798, 0.1541, 0.1815, 0.1503, 0.1264, 0.1275, 0.1060, 0.1177, 0.1157, 0.1188, 0.8104, -0.6088, -0.1196, -0.0467, -0.0235, -0.1644, -0.0119, -0.0762, -0.1185, -0.2895, -0.2401, 0.0888, 0.1015, 0.1236, 0.1211, 0.1085, 0.1151, 0.0686, -0.2548, 0.0104, -0.0391, -0.3343, -0.0453, -0.0183, 0.0141, 0.1226, 0.1134, 0.0579, 0.0547, 0.1254, 0.1247], "charge": 1, "e_tot_ev": -187986.7743, "homo_energy_ev": [-9.09, -10.29], "orbital_gap_ev": [4.0, 4.2], "e_lumo_ha": [-0.18844, -0.22539], "e_above_lowest_kcal_mol": 25.4, "spin_multiplicity": 5}

---

# 6
{"formula": "C8H10SSi2", "method": "ωB97M-V/def2-TZVPD", "species": ["C", "C", "C", "C", "C", "C", "C", "C", "Si", "Si", "S", "H", "H", "H", "H", "H", "H", "H", "H", "H", "H"], "coordinates": [[-3.05, -0.58, -0.03], [-3.33, 0.84, -0.08], [-1.76, -1.00, -0.02], [-2.29, 1.68, -0.27], [-0.65, -0.13, -0.06], [0.70, -0.50, -0.02], [-0.95, 1.27, -0.18], [1.61, 1.22, -0.07], [1.38, -2.18, -0.03], [3.51, 1.18, 0.12], [0.43, 2.37, -0.12], [-3.85, -1.37, 0.03], [-4.37, 1.16, 0.02], [-1.56, -2.09, -0.01], [-2.47, 2.66, -0.31], [2.51, -2.34, -1.01], [0.48, -3.24, -0.16], [1.91, -2.29, 1.41], [3.66, 1.43, 1.60], [4.08, 2.10, -0.78], [4.00, -0.17, -0.02]], "lowdin_charge": [-0.0789, -0.0814, -0.0865, -0.1276, -0.3503, -0.2725, -0.4382, -0.6490, 0.5895, 0.5919, 0.9948, 0.1200, 0.1078, 0.0934, 0.0657, -0.0674, -0.1055, -0.0538, -0.0609, -0.1036, -0.0877], "e_tot_ev": -35044.3289, "homo_energy_ev": [-7.34, -7.34], "orbital_gap_ev": [6.9, 6.9], "e_lumo_ha": [-0.01731, -0.01703], "spin_multiplicity": 1}